(1)
{
  "formula": "C14H18FN2",
  "method": "ωB97M-V/def2-TZVPD",
  "smiles": "Cn1cccc1C[NH2+]CCc1ccc(F)cc1",
  "charge": 1,
  "e_lumo_ev": -2.68,
  "homo_energy_ev": -11.7,
  "elements": ["C", "N", "C", "C", "C", "C", "C", "H", "H", "N", "H", "H", "C", "H", "C", "C", "C", "C", "C", "C", "C", "H", "H", "F", "H", "H", "H", "H", "H", "H", "H", "H", "H", "H", "H"],
  "positions_angstrom": [[1.580, -0.359, -4.522], [0.487, -0.692, -3.648], [-0.751, -1.022, -4.095], [-1.572, -1.240, -3.024], [-0.801, -1.028, -1.869], [0.470, -0.691, -2.284], [1.670, -0.374, -1.443], [1.847, 0.706, -1.389], [2.572, -0.848, -1.842], [1.441, -0.875, -0.067], [1.339, -1.894, -0.113], [0.533, -0.479, 0.263], [2.454, -0.468, 0.941], [2.430, -1.186, 1.763], [2.108, 0.926, 1.477], [0.695, 0.928, 2.003], [0.430, 0.552, 3.316], [-0.868, 0.484, 3.783], [-1.909, 0.787, 2.918], [-1.677, 1.169, 1.608], [-0.370, 1.234, 1.155], [-0.188, 1.591, 0.150], [-2.506, 1.417, 0.965], [-3.167, 0.710, 3.359], [-1.085, 0.207, 4.802], [1.248, 0.326, 3.983], [2.222, 1.676, 0.694], [2.809, 1.171, 2.274], [3.446, -0.485, 0.489], [-1.165, -1.120, -0.862], [-2.605, -1.519, -3.055], [-0.961, -1.076, -5.144], [1.341, 0.535, -5.101], [1.764, -1.178, -5.219], [2.489, -0.168, -3.957]]
}

***

(2)
{
  "formula": "C14H18FO18Pb",
  "method": "ωB97M-V/def2-TZVPD",
  "relative_energy_kcal_mol": 251.7,
  "charge": -1,
  "e_lumo_ev": -1.22,
  "homo_energy_ev": -5.1,
  "elements": ["Pb", "O", "C", "O", "O", "H", "O", "C", "O", "O", "H", "O", "C", "O", "O", "H", "C", "C", "C", "O", "C", "O", "O", "H", "H", "H", "H", "H", "H", "C", "C", "C", "O", "C", "O", "O", "H", "H", "H", "H", "H", "H", "C", "C", "O", "C", "O", "O", "F", "H", "H", "H"],
  "positions_angstrom": [[2.069, 2.030, -1.526], [-1.108, 4.593, -1.347], [-1.145, 5.175, -2.483], [-1.783, 6.247, -2.510], [-0.501, 4.756, -3.462], [-1.809, 5.197, -1.094], [5.750, 5.463, 1.096], [4.832, 4.608, 0.778], [4.924, 3.390, 0.778], [3.884, 5.149, 0.245], [6.448, 4.813, 1.198], [4.352, 0.172, -4.220], [3.942, 0.523, -5.437], [3.141, 1.478, -5.403], [4.271, -0.141, -6.373], [4.964, -0.500, -4.528], [1.208, 2.331, 7.467], [1.535, 1.257, 6.428], [0.781, -0.052, 6.510], [0.431, -0.258, 5.168], [0.721, 0.869, 4.336], [0.638, 0.957, 3.073], [1.260, 1.814, 5.155], [0.164, 2.640, 7.406], [1.880, 3.172, 7.297], [1.557, 1.866, 8.390], [2.612, 1.124, 6.330], [-0.176, -0.135, 7.024], [1.342, -0.779, 7.098], [-6.454, -0.627, -4.143], [-5.428, -0.575, -3.057], [-5.123, -1.922, -2.357], [-3.696, -1.943, -2.382], [-3.198, -0.883, -2.982], [-2.039, -0.476, -2.966], [-4.143, -0.270, -3.588], [-7.320, -0.120, -3.718], [-6.708, -1.633, -4.477], [-6.157, -0.089, -5.044], [-5.664, 0.182, -2.309], [-5.667, -2.759, -2.797], [-5.542, -1.817, -1.357], [1.349, -6.207, -0.003], [0.485, -5.917, -1.218], [0.941, -4.743, -1.710], [1.721, -4.150, -0.691], [2.229, -3.029, -0.647], [1.642, -4.894, 0.371], [-0.701, -5.691, -0.728], [2.194, -6.880, -0.147], [0.628, -6.723, 0.631], [0.469, -6.593, -2.073]]
}

***

(3)
{
  "formula": "C14H18N3O3S3",
  "method": "ωB97M-V/def2-TZVPD",
  "smiles": "Cc1ccc(S(=O)(=O)/N=C(\\[O-])SC(=S)N2CCN(C)CC2)cc1",
  "charge": -1,
  "e_lumo_ev": 2.60,
  "homo_energy_ev": -3.8,
  "elements": ["C", "N", "C", "C", "N", "C", "S", "S", "C", "C", "H", "H", "H", "H", "H", "H", "H", "H", "H", "H", "H", "C", "C", "C", "C", "C", "S", "N", "C", "O", "O", "O", "C", "C", "H", "H", "H", "H", "H", "H", "H"],
  "positions_angstrom": [[-0.617, -5.903, 4.300], [-0.999, -5.004, 3.232], [-0.633, -3.625, 3.474], [-1.225, -2.721, 2.402], [-0.854, -3.238, 1.084], [-0.838, -2.387, -0.002], [-0.826, -0.707, 0.364], [-0.896, -2.901, -1.586], [-1.253, -4.630, 0.873], [-0.596, -5.494, 1.935], [-1.015, -6.899, 4.095], [0.470, -6.002, 4.432], [-1.036, -5.554, 5.245], [-1.030, -3.325, 4.453], [0.470, -3.513, 3.485], [-2.329, -2.719, 2.541], [-0.836, -1.691, 2.516], [-2.348, -4.739, 0.982], [-0.921, -4.946, -0.123], [0.502, -5.461, 1.789], [-0.923, -6.542, 1.854], [2.872, 6.401, -4.344], [2.016, 5.495, -3.508], [1.833, 5.727, -2.138], [0.941, 4.957, -1.394], [0.225, 3.938, -2.033], [-1.121, 3.178, -1.150], [-0.427, 1.737, -0.702], [-0.424, 1.387, 0.530], [-0.375, 1.644, 1.704], [-1.382, 4.070, -0.046], [-2.138, 2.861, -2.116], [0.460, 3.622, -3.373], [1.356, 4.409, -4.096], [2.919, 6.016, -5.367], [2.470, 7.422, -4.390], [3.891, 6.468, -3.952], [2.371, 6.530, -1.634], [0.778, 5.149, -0.335], [-0.059, 2.791, -3.850], [1.531, 4.203, -5.151]]
}

***

(4)
{
  "formula": "C14H18N3OPPtSbSe6",
  "method": "ωB97M-V/def2-TZVPD",
  "charge": 1,
  "e_lumo_ev": [-5.95, -5.97],
  "homo_energy_ev": [-10.1, -10.1],
  "elements": ["Pt", "N", "C", "C", "N", "H", "H", "H", "H", "H", "H", "H", "H", "Se", "P", "Se", "C", "C", "C", "C", "C", "C", "C", "C", "C", "C", "C", "C", "H", "H", "H", "H", "H", "H", "H", "H", "H", "H", "O", "N", "Se", "Sb", "Se", "Se", "Se"],
  "positions_angstrom": [[0.801, -0.113, 0.552], [1.330, -2.187, -0.133], [1.919, -2.105, -1.478], [1.131, -1.090, -2.307], [1.232, 0.226, -1.665], [1.980, -2.632, 0.517], [0.482, -2.757, -0.147], [1.921, -3.078, -1.981], [2.955, -1.766, -1.372], [0.072, -1.377, -2.326], [1.512, -1.074, -3.334], [0.582, 0.884, -2.094], [2.179, 0.596, -1.769], [-1.969, -0.469, -0.304], [-2.026, -0.698, 1.891], [-0.031, -0.719, 2.857], [-2.673, -2.371, 2.228], [-2.890, -2.710, 3.559], [-3.313, -3.987, 3.875], [-3.504, -4.925, 2.872], [-3.309, -4.578, 1.545], [-2.887, -3.301, 1.222], [-3.212, 0.421, 2.691], [-4.554, 0.068, 2.616], [-5.510, 0.922, 3.131], [-5.127, 2.127, 3.700], [-3.785, 2.456, 3.804], [-2.819, 1.600, 3.308], [-2.727, -1.972, 4.336], [-3.497, -4.246, 4.904], [-3.812, -5.928, 3.123], [-3.491, -5.294, 0.758], [-2.738, -3.027, 0.184], [-4.844, -0.874, 2.169], [-6.552, 0.645, 3.081], [-5.880, 2.803, 4.073], [-3.494, 3.384, 4.270], [-1.772, 1.846, 3.402], [-1.103, 1.746, 1.022], [0.152, 1.733, 0.978], [4.799, 4.029, 1.784], [2.909, 2.455, 1.991], [3.526, 0.162, 1.180], [1.683, 2.386, 4.129], [1.040, 3.139, 0.181]]
}

***

(5)
{
  "formula": "C14H19AsClO3S4Tc",
  "method": "ωB97M-V/def2-TZVPD",
  "relative_energy_kcal_mol": 45.1,
  "charge": 2,
  "e_lumo_ev": [-9.31, -9.31],
  "homo_energy_ev": [-15.3, -15.3],
  "elements": ["Tc", "S", "As", "S", "S", "S", "Cl", "C", "C", "O", "O", "H", "H", "C", "C", "C", "C", "C", "C", "C", "C", "C", "C", "C", "C", "O", "H", "H", "H", "H", "H", "H", "H", "H", "H", "H", "H", "H", "H", "H", "H", "H", "H"],
  "positions_angstrom": [[-1.015, 0.890, -0.520], [-2.166, 5.875, 0.242], [-1.108, 4.003, 0.435], [0.062, 2.948, -1.135], [-1.725, 2.071, 1.403], [-0.350, 5.752, 1.491], [-4.731, 0.550, 0.493], [-4.916, 1.469, -1.044], [-3.569, 2.115, -1.155], [-3.337, 3.287, -0.935], [-2.555, 1.306, -1.323], [-5.709, 2.204, -0.933], [-5.128, 0.757, -1.839], [-0.404, -2.276, -1.908], [0.900, -1.562, -2.296], [0.626, -0.244, -3.012], [1.785, -1.472, -1.073], [2.979, -2.162, -1.025], [3.700, -2.291, 0.160], [3.160, -1.818, 1.347], [1.984, -1.093, 1.364], [1.341, -0.675, 2.654], [1.347, 0.855, 2.834], [-0.071, -1.268, 2.740], [1.343, -0.803, 0.118], [0.353, 0.030, 0.033], [-0.928, -2.625, -2.794], [-1.093, -1.611, -1.352], [-0.194, -3.140, -1.284], [1.426, -2.208, -3.006], [-0.204, 0.318, -2.538], [0.302, -0.442, -4.029], [1.513, 0.381, -3.043], [3.353, -2.626, -1.928], [4.649, -2.807, 0.155], [3.670, -2.022, 2.274], [1.928, -1.120, 3.461], [0.330, 1.248, 2.829], [1.929, 1.337, 2.051], [1.796, 1.116, 3.788], [-0.719, -0.888, 1.944], [-0.518, -1.005, 3.695], [-0.034, -2.353, 2.660]]
}